Entry from the Open Molecules 2025 dataset: 2 unconnected molecules or ions with the total composition C5H15N2O (ωB97M-V/def2-TZVPD).

Each line ends with the Mulliken charge.
Element x y z (Å)
C (-0.96636, -0.56529, -2.43350)  -0.5539
C (-1.61602, -0.14962, -1.08831)  -1.0080
C (-0.77219, -0.01230, 0.16703)  0.9849
C (-1.23639, -0.70390, 1.22206)  -0.4242
N (-0.66759, -0.68055, 2.49521)  -0.5231
C (0.37096, 0.95470, 0.23362)  -1.5094
N (-0.17538, 0.53783, -3.13280)  -0.2326
H (-1.69935, -0.90714, -3.15572)  0.3825
H (-0.27476, -1.36614, -2.18182)  0.3378
H (-2.26888, -0.99629, -0.87559)  0.3248
H (-2.33714, 0.67571, -1.18913)  0.3423
H (-2.05433, -1.40602, 1.13554)  0.3176
H (-1.37405, -0.54635, 3.20867)  0.2616
H (0.02358, 0.02610, 2.65393)  0.2323
H (0.35012, 1.61493, 1.10561)  0.4550
H (0.26476, 1.64079, -0.59628)  0.2797
H (1.32981, 0.43141, 0.23491)  0.3027
H (-0.63299, 0.72105, -4.03398)  0.3988
H (0.73409, 0.19776, -3.44543)  0.3464
H (-0.03752, 1.36066, -2.57392)  0.2835
H (4.61393, -0.68015, 3.44648)  0.3237
H (4.46840, 0.13636, 4.74467)  0.3221
O (3.95728, -0.28353, 4.05876)  -0.6444

Calculated values
- Charge: +1
- E_LUMO: -3.6 eV

Entry from the Open Molecules 2025 dataset: 2 unconnected molecules or ions with the total composition C21H46BrN5O9P (ωB97M-V/def2-TZVPD).

Each line ends with the Mulliken charge.
Element x y z (Å)
C (7.27336, -1.82222, 1.23618)  -0.8563
C (5.81718, -1.26624, 1.84355)  -0.3448
O (4.83846, -1.42551, 0.75560)  -0.1655
C (3.49496, -0.89917, 1.16842)  -0.6657
C (2.31415, -1.30824, 0.05561)  -1.2530
C (0.79853, -0.89039, 0.53975)  0.2833
C (0.55795, -1.78824, 1.93426)  -1.0053
C (0.34283, -0.86692, 3.27126)  0.1180
N (-0.03129, -1.70958, 4.50950)  -0.6749
N (1.57070, -0.06960, 3.69696)  -0.5965
N (-0.78817, 0.16471, 3.13778)  -0.4427
N (-0.26283, -1.35770, -0.48086)  0.2552
C (-1.66989, -0.93614, -0.12987)  -1.0006
C (-2.14034, 0.54493, -0.62530)  0.0368
C (-3.48790, 0.29349, -1.58463)  -0.5390
C (-4.43004, 1.61817, -1.75796)  -0.5791
O (-5.55468, 1.45901, -0.77845)  -0.3056
C (-6.49671, 2.60341, -0.99065)  -0.4604
C (0.14527, -1.16864, -1.91825)  -0.2901
C (1.56272, -0.39047, -2.17575)  -0.6930
P (1.38608, 1.54701, -2.29907)  0.3103
O (0.90274, 2.23109, -0.76359)  -0.5545
Br (-0.25658, 2.04317, -3.85836)  -0.2643
N (2.71859, -0.83199, -1.31271)  0.9407
C (3.36689, -1.99066, -2.05197)  -0.3673
O (4.29531, -1.60494, -3.12359)  -0.3715
C (5.19661, -0.51357, -2.73093)  0.0891
O (4.76566, 0.82231, -3.19525)  -0.3194
C (5.16191, 1.87160, -2.24242)  0.0814
C (6.77338, 1.97465, -1.95571)  0.0532
O (7.13656, 3.16799, -1.13144)  -0.5333
H (8.18276, -1.57276, 1.93150)  0.3321
H (7.15120, -2.98498, 1.02924)  0.2677
H (7.40911, -1.32662, 0.16292)  0.1556
H (5.58881, -1.90481, 2.80679)  0.2769
H (6.00608, -0.13773, 2.14176)  0.2726
H (3.48673, 0.28102, 1.22913)  0.2105
H (3.29916, -1.41363, 2.22805)  0.3209
H (2.32534, -2.50244, 0.05686)  0.3004
H (0.66800, 0.22056, 0.86844)  0.1831
H (-0.41383, -2.47666, 1.84722)  0.3993
H (1.45380, -2.56478, 2.07387)  0.4996
H (0.68302, -2.45082, 4.68379)  0.2886
H (-0.99883, -2.09105, 4.42103)  0.2816
H (1.84401, 0.54174, 2.89598)  0.2371
H (1.40434, 0.47664, 4.57056)  0.3158
H (-0.33985, 1.11697, 3.27856)  0.2908
H (-1.47010, 0.02175, 3.92223)  0.2613
H (-0.26465, -2.41413, -0.32561)  0.6530
H (-1.93149, -0.99853, 1.02531)  0.2508
H (-2.38178, -1.75103, -0.63653)  0.5057
H (-2.47832, 1.28366, 0.21550)  0.4388
H (-1.38023, 1.10451, -1.31629)  -0.1015
H (-3.12333, -0.15856, -2.62795)  0.2163
H (-4.16383, -0.56391, -1.10550)  0.3549
H (-3.88329, 2.64704, -1.66763)  0.3031
H (-4.95597, 1.51926, -2.82515)  0.3672
H (-6.07766, 3.47633, -0.30291)  0.2401
H (-7.60762, 2.30353, -0.69856)  0.0455
H (-6.44534, 2.95282, -2.11654)  0.3075
H (-0.65332, -0.65025, -2.61181)  0.1552
H (0.29395, -2.25031, -2.40684)  0.2752
H (1.86939, -0.68633, -3.29376)  0.5230
H (0.84393, 3.23993, -0.84908)  0.3506
H (3.97984, -2.72419, -1.33898)  0.2181
H (2.53140, -2.67156, -2.56354)  0.2838
H (6.23242, -0.72663, -3.28463)  0.2687
H (5.45069, -0.46514, -1.58996)  -0.1403
H (4.71755, 2.89079, -2.65960)  0.3073
H (4.56619, 1.66233, -1.23384)  -0.0382
H (7.11620, 1.03403, -1.30474)  -0.1342
H (7.40718, 1.91669, -2.95015)  0.2276
H (7.83311, 2.82996, -0.46431)  0.3431
C (-9.97819, -0.30293, 1.37989)  -0.3404
C (-9.13494, 0.88350, 1.71800)  -0.2234
O (-9.49249, 1.82952, 0.72840)  -0.3199
C (-10.73896, 1.49026, 0.28694)  0.6469
O (-11.42371, 2.18612, -0.44421)  -0.5373
O (-11.11920, 0.27186, 0.77107)  -0.3011
H (-10.26016, -0.87933, 2.26527)  0.3052
H (-9.49208, -0.97023, 0.66052)  0.2624
H (-9.37104, 1.29686, 2.70425)  0.2568
H (-8.06545, 0.66031, 1.67292)  0.2505

Calculated values
- Charge: +1
- E_LUMO: -2.8 eV

Q: Which of these has the lowest E_LUMO?
A: C5H15N2O

Q: Number 1 is which compound?
A: C5H15N2O